# 1
Density functional theory data (ωB97M-V with the def2-TZVPD basis set) for 4 unconnected molecules or ions with the total composition C2H14N2O3 in a non-equilibrium geometry.

Last column: Mulliken spin population.
CARTESIAN COORDINATES (ANGSTROEM)
O1 0.63 -2.78 -0.71  0.00
O2 3.35 0.00 -0.09  0.01
O3 -4.63 0.33 -0.06  0.00
N1 -0.67 1.87 -0.96  0.80
N2 1.02 -0.41 1.38  0.00
C1 0.19 0.75 1.00  0.01
C2 -0.01 0.72 -0.51  0.05
H1 0.41 -1.17 1.65  0.00
H2 0.70 1.63 1.37  0.00
H3 -0.51 -0.21 -0.81  0.06
H4 -4.12 -0.31 -0.57  0.00
H5 -1.16 2.42 -0.25  -0.01
H6 1.40 -3.30 -1.00  0.00
H7 4.13 -0.56 -0.11  0.00
H8 -0.80 0.72 1.48  0.00
H9 1.55 -0.15 2.20  0.00
H10 2.64 -0.58 0.23  0.00
H11 0.99 0.61 -0.99  0.10
H12 0.94 -1.88 -0.90  0.00
H13 -1.22 1.75 -1.82  -0.02
H14 -4.04 0.73 0.58  0.00

The value obtained for the electronic energy is -419.4712 Ha. For the HOMO energy (spin up / spin down), the calculation gives -14.44 / -14.43 eV. The calculation puts the energy relative to the best compared isomer or geometry (same formula, charge and spin) at 66.7 kJ/mol. As for the spin multiplicity: 2. The calculation puts the frontier orbital gap (spin up / spin down) at 10.62 / 5.38 eV. Its expectation value of S² is 0.754. Its charge is +1.

# 2
Density functional theory data (ωB97M-V with the def2-TZVPD basis set) for a molecular structure, C27H43CoIN7O2SSe in a non-equilibrium geometry.

Last column: Mulliken spin population.
CARTESIAN COORDINATES (ANGSTROEM)
I1 -2.13 19.67 1.73  0.00
Se1 1.00 16.09 8.49  0.00
Co1 -3.70 16.64 6.72  3.00
S1 -2.40 15.45 5.07  0.06
O1 -2.17 17.27 8.03  0.03
O2 -1.88 18.38 5.53  0.01
N1 1.41 18.11 6.48  0.00
N2 -2.46 12.79 5.34  0.01
N3 -4.26 13.71 4.26  0.00
N4 0.96 19.09 8.34  0.00
N5 -7.50 17.09 8.38  0.00
N6 -3.75 15.18 8.26  -0.06
N7 -3.20 20.15 5.10  0.00
C1 -8.87 17.65 8.38  0.00
C2 1.49 17.06 5.50  0.00
C3 -6.03 18.57 3.72  0.00
C4 -3.18 14.74 10.50  0.00
C5 -2.31 11.62 4.45  0.00
C6 -7.28 18.86 5.77  0.00
C7 -3.11 15.52 9.37  0.02
C8 0.39 19.24 9.67  0.00
C9 1.48 19.48 6.23  0.00
C10 -3.88 13.57 10.42  0.00
C11 -2.36 16.83 9.36  0.00
C12 -1.50 12.76 6.45  0.00
C13 -5.02 17.94 4.48  -0.15
C14 -4.46 14.05 8.20  0.03
C15 -7.17 18.95 4.36  0.01
C16 1.17 20.08 7.37  0.00
C17 -2.12 19.40 4.86  -0.01
C18 -1.22 19.76 3.64  0.00
C19 -5.16 17.73 5.87  0.28
C20 -4.79 14.75 3.35  0.00
C21 -6.50 18.06 8.00  0.01
C22 1.11 17.85 7.79  0.00
C23 -3.06 13.88 4.90  0.01
C24 -7.47 15.82 7.70  0.01
C25 -6.30 18.22 6.51  -0.27
C26 -4.55 13.19 9.27  0.00
C27 -5.13 12.62 4.53  0.00
H1 -4.99 12.20 9.13  0.00
H2 -0.38 19.15 3.60  0.00
H3 -1.54 13.68 7.01  0.00
H4 -9.55 16.85 8.68  0.00
H5 -4.94 13.87 7.25  0.00
H6 1.90 17.45 4.59  0.00
H7 2.09 16.23 5.80  0.00
H8 -3.47 20.89 4.48  0.00
H9 -1.45 16.73 9.91  0.00
H10 -2.65 10.66 4.94  0.00
H11 -2.95 11.75 3.60  0.00
H12 -6.20 12.98 4.51  0.00
H13 -2.61 15.04 11.38  0.00
H14 -3.83 19.87 5.85  0.00
H15 -5.38 15.48 3.83  0.00
H16 -1.25 11.58 4.13  0.00
H17 -2.95 17.61 9.90  0.00
H18 -4.11 17.62 4.06  0.00
H19 -7.78 15.86 6.66  0.00
H20 1.72 19.92 5.31  0.00
H21 1.06 19.76 10.35  0.00
H22 -8.96 18.42 9.12  0.00
H23 0.22 18.23 10.05  0.00
H24 -9.23 17.99 7.40  0.00
H25 -5.53 17.77 8.48  -0.02
H26 -0.82 20.77 3.80  0.00
H27 -8.12 15.08 8.24  0.00
H28 -3.90 15.33 2.97  0.00
H29 1.11 21.13 7.73  0.00
H30 -3.93 12.95 11.28  0.00
H31 0.45 16.77 5.29  0.00
H32 -6.46 15.41 7.76  0.01
H33 -6.80 19.01 8.44  0.01
H34 -5.26 14.23 2.56  0.00
H35 -5.09 11.91 3.70  0.00
H36 -0.51 12.58 6.04  0.00
H37 -7.93 19.45 3.76  0.00
H38 -1.81 11.96 7.10  0.00
H39 -5.98 18.64 2.66  0.00
H40 -4.95 12.12 5.48  0.00
H41 -0.56 19.70 9.63  0.00
H42 -1.36 16.89 7.66  0.00
H43 -8.13 19.24 6.29  0.00

The value obtained for the electronic energy is -6068.2709 Ha. For the HOMO energy (spin up / spin down), the calculation gives -9.98 / -9.99 eV. The calculation puts the energy relative to the best compared isomer or geometry (same formula, charge and spin) at 0.0 kJ/mol. As for the spin multiplicity: 4. The calculation puts the frontier orbital gap (spin up / spin down) at 7.89 / 7.58 eV. Its expectation value of S² is 3.760. Its charge is +1.

# 3
Density functional theory data (ωB97M-V with the def2-TZVPD basis set) for a single C10H19N3O5 molecule in a non-equilibrium geometry.

Last column: natural (NBO) charge in e.
CARTESIAN COORDINATES (ANGSTROEM)
O1 5.63 1.37 -0.14  -0.59
O2 -0.45 -1.95 1.98  -0.57
O3 2.29 -2.02 -0.98  -0.60
O4 3.68 2.45 0.28  -0.69
O5 -0.84 0.27 1.92  -0.69
N1 1.39 1.22 -0.08  -0.87
N2 -5.50 1.29 1.07  -0.86
N3 0.23 -1.34 -0.92  -0.60
C1 4.38 1.36 -0.11  0.76
C2 -3.48 -1.01 -0.37  -0.42
C3 -1.00 -0.73 -0.28  -0.14
C4 -2.13 -1.39 -1.01  -0.42
C5 1.50 -1.11 -0.74  0.65
C6 -5.13 1.11 -0.40  -0.22
C7 -0.79 -0.96 1.31  0.76
C8 -3.80 0.41 -0.93  -0.42
C9 2.21 0.30 -0.78  -0.14
C10 3.60 0.07 -0.14  -0.52
H1 2.47 0.53 -1.82  0.24
H2 -0.96 0.38 -0.53  0.23
H3 -2.11 -1.26 -2.14  0.24
H4 -3.01 1.16 -0.75  0.19
H5 0.75 1.92 -0.50  0.39
H6 3.67 -0.16 0.90  0.24
H7 -5.95 0.56 -0.93  0.18
H8 0.16 -2.32 -0.72  0.40
H9 4.08 -0.63 -0.73  0.27
H10 2.76 2.15 0.05  0.49
H11 -4.65 1.71 1.44  0.36
H12 -1.93 -2.47 -0.87  0.21
H13 -4.38 -1.75 -0.48  0.23
H14 -0.82 -0.04 2.87  0.51
H15 -4.11 0.30 -2.04  0.21
H16 -5.89 0.44 1.56  0.38
H17 -5.08 2.11 -0.88  0.19
H18 -3.36 -0.87 0.72  0.20
H19 0.79 0.79 0.54  0.38

The value obtained for the electronic energy is -932.8481 Ha. For the HOMO energy, the calculation gives -9.60 eV. The calculation puts the energy relative to the best compared isomer or geometry (same formula, charge and spin) at 369.8 kJ/mol. The calculation puts the frontier orbital gap at 9.60 eV.

# 4
Density functional theory data (ωB97M-V with the def2-TZVPD basis set) for a single C15H18F4N2O4 molecule.

Last column: natural (NBO) charge in e.
CARTESIAN COORDINATES (ANGSTROEM)
F1 -6.14 2.20 2.55  -0.33
F2 0.31 -0.15 2.10  -0.33
F3 -0.74 -1.68 1.04  -0.30
F4 1.14 -2.13 1.99  -0.31
O1 3.45 -1.24 0.72  -0.48
O2 -1.14 -0.69 -1.65  -0.64
O3 2.83 0.92 0.69  -0.60
O4 1.34 -1.90 -0.78  -0.50
N1 -1.24 1.55 -1.30  -0.62
N2 0.59 0.36 -0.60  -0.67
C1 -2.61 1.68 -1.78  -0.24
C2 4.62 -0.84 2.81  -0.64
C3 -3.69 0.79 0.30  -0.18
C4 -3.58 1.82 -0.63  -0.06
C5 -5.30 2.07 1.50  0.40
C6 4.73 -0.94 1.30  -0.08
C7 1.24 -0.77 0.00  0.26
C8 -5.21 3.11 0.59  -0.28
C9 2.62 -0.25 0.51  0.78
C10 -4.55 0.91 1.37  -0.28
C11 -4.34 2.97 -0.47  -0.19
C12 2.22 -3.08 -2.64  -0.62
C13 0.47 -1.21 1.28  0.96
C14 1.87 -1.71 -2.09  -0.06
C15 -0.67 0.32 -1.20  0.79
H1 -4.25 3.77 -1.19  0.21
H2 -4.65 0.12 2.10  0.23
H3 1.12 -1.23 -2.71  0.19
H4 1.33 -3.70 -2.65  0.22
H5 5.60 -0.70 3.24  0.22
H6 2.61 -2.99 -3.65  0.21
H7 2.97 -3.56 -2.00  0.21
H8 3.99 0.00 3.09  0.22
H9 0.95 1.25 -0.25  0.42
H10 4.18 -1.75 3.21  0.22
H11 5.37 -1.76 1.00  0.20
H12 5.09 0.01 0.88  0.20
H13 -2.82 0.77 -2.34  0.25
H14 -0.88 2.31 -0.76  0.39
H15 2.76 -1.07 -2.04  0.16
H16 -3.11 -0.10 0.18  0.23
H17 -2.67 2.54 -2.45  0.20
H18 -5.81 3.99 0.72  0.23

The value obtained for the electronic energy is -1392.3811 Ha. For the HOMO energy, the calculation gives -9.09 eV. The calculation puts the energy relative to the best compared isomer or geometry (same formula, charge and spin) at 4.7 kJ/mol. The calculation puts the frontier orbital gap at 9.76 eV.

# 5
Density functional theory data (ωB97M-V with the def2-TZVPD basis set) for a single C2H3N3OS molecule in a non-equilibrium geometry.

Last column: natural (NBO) charge in e.
CARTESIAN COORDINATES (ANGSTROEM)
S1 1.92 -0.41 0.02  -0.09
O1 -0.51 -1.40 0.00  -0.27
N1 0.10 2.02 -0.01  -0.83
N2 -1.75 -0.85 -0.17  -0.13
N3 -1.73 0.50 0.09  -0.24
C1 0.30 -0.33 -0.04  0.12
C2 -0.50 0.77 0.10  0.23
H1 -2.39 -1.39 0.42  0.37
H2 1.08 1.91 -0.35  0.42
H3 -0.48 2.92 -0.15  0.42

The value obtained for the electronic energy is -715.6151 Ha. For the HOMO energy, the calculation gives -8.70 eV. The calculation puts the energy relative to the best compared isomer or geometry (same formula, charge and spin) at 212.9 kJ/mol. The calculation puts the frontier orbital gap at 8.28 eV.

# 6
Density functional theory data (ωB97M-V with the def2-TZVPD basis set) for 2 unconnected molecules or ions with the total composition C2H4FPSi in a non-equilibrium geometry.

Last column: Mulliken charge in e.
CARTESIAN COORDINATES (ANGSTROEM)
P1 1.23 -2.89 2.65  0.04
Si1 -0.61 1.30 -1.83  0.60
F1 0.86 1.95 -1.84  -0.28
C1 0.03 -2.21 1.49  -0.36
C2 0.63 -1.31 2.35  -0.02
H1 -1.50 2.41 -1.54  -0.10
H2 -0.57 0.30 -0.78  -0.11
H3 0.72 -0.30 2.68  0.34
H4 -0.78 0.75 -3.16  -0.10

The value obtained for the electronic energy is -809.2013 Ha. For the HOMO energy, the calculation gives -8.69 eV. The calculation puts the energy relative to the best compared isomer or geometry (same formula, charge and spin) at 128.5 kJ/mol. The calculation puts the frontier orbital gap at 7.72 eV.